{"formula": "C57H60AsBrN6O3Tc", "method": "ωB97M-V/def2-TZVPD", "elements": ["Tc", "C", "O", "C", "C", "C", "C", "C", "C", "N", "N", "C", "C", "O", "C", "C", "C", "C", "C", "C", "C", "C", "H", "H", "H", "H", "H", "H", "H", "H", "H", "H", "H", "H", "H", "C", "C", "C", "C", "C", "C", "C", "Br", "C", "O", "C", "C", "C", "C", "C", "C", "H", "H", "H", "H", "H", "H", "H", "H", "H", "H", "H", "H", "H", "H", "H", "H", "H", "H", "H", "H", "N", "C", "N", "C", "N", "C", "C", "C", "C", "C", "C", "As", "N", "C", "C", "C", "C", "C", "C", "C", "C", "C", "C", "C", "C", "C", "C", "C", "C", "C", "C", "H", "H", "H", "H", "H", "H", "H", "H", "H", "H", "H", "H", "H", "H", "H", "H", "H", "H", "H", "H", "H", "H", "H", "H", "H", "H", "H"], "coordinates": [[0.8565, 0.4481, 0.3285], [-1.3253, 1.4234, 2.6360], [-0.1477, 0.6506, 2.2990], [0.5748, 0.1006, 3.3447], [0.1517, 0.1462, 4.6610], [0.9147, -0.4789, 5.6377], [2.0860, -1.1415, 5.3008], [2.5051, -1.1802, 3.9816], [1.7521, -0.5581, 2.9999], [2.1172, -0.5509, 1.6145], [3.2793, -0.9785, 1.3687], [3.7846, -1.0685, 0.1245], [3.0553, -0.8382, -1.0685], [1.8349, -0.3992, -1.1133], [3.6566, -1.1222, -2.3274], [4.9441, -1.5326, -2.3883], [5.7461, -1.7236, -1.2188], [7.0944, -2.1032, -1.3281], [7.8647, -2.2617, -0.2053], [7.2956, -2.0364, 1.0556], [5.9796, -1.6594, 1.1828], [5.1763, -1.4983, 0.0431], [-2.0642, 0.7560, 3.0699], [-1.6842, 1.8317, 1.6980], [-1.0488, 2.2225, 3.3140], [-0.7676, 0.6444, 4.9291], [0.5810, -0.4487, 6.6663], [2.6746, -1.6336, 6.0631], [3.4094, -1.6971, 3.6960], [3.0532, -0.9629, -3.2111], [5.4003, -1.7152, -3.3549], [7.5160, -2.2513, -2.3150], [8.9056, -2.5435, -0.2907], [7.9038, -2.1485, 1.9444], [5.5595, -1.4673, 2.1598], [0.1840, 8.3828, -0.8102], [-0.1971, 7.4339, -1.9468], [-1.6489, 7.7159, -2.3564], [0.7281, 7.7164, -3.1379], [-0.0768, 5.9691, -1.5301], [0.2508, 5.5697, -0.2499], [0.2811, 4.2240, 0.0786], [0.7382, 3.8971, 1.8953], [-0.0024, 3.1911, -0.8270], [-0.2581, 1.9188, -0.4067], [-0.2072, 3.5933, -2.1762], [-0.2909, 4.9555, -2.4514], [-0.3789, 2.6788, -3.4087], [0.2210, 3.3584, -4.6552], [-1.8752, 2.4306, -3.6383], [0.3448, 1.3469, -3.2969], [0.1302, 9.4148, -1.1631], [1.2031, 8.2035, -0.4607], [-0.4935, 8.2886, 0.0415], [-1.7608, 8.7569, -2.6707], [-2.3303, 7.5333, -1.5227], [-1.9558, 7.0772, -3.1871], [0.6435, 8.7639, -3.4374], [0.4764, 7.1020, -4.0035], [1.7698, 7.5168, -2.8778], [0.4718, 6.2875, 0.5260], [-0.5189, 5.2418, -3.4688], [-0.3708, 4.1999, -5.0173], [0.2686, 2.6299, -5.4675], [1.2341, 3.7140, -4.4565], [-2.4167, 3.3690, -3.7788], [-2.3151, 1.9116, -2.7824], [-2.0238, 1.8110, -4.5277], [1.4158, 1.4999, -3.1559], [0.2079, 0.7814, -4.2229], [-0.0302, 0.7487, -2.4839], [6.3841, 1.3909, -1.6290], [5.4166, 1.9343, -1.2999], [4.3337, 2.6195, -0.9684], [3.3588, 2.1616, -0.3215], [2.4179, 1.8038, 0.2903], [-6.7492, -3.9736, -1.6612], [-5.5448, -3.3894, -0.9742], [-5.5082, -2.0562, -0.5932], [-4.3964, -1.5063, 0.0362], [-4.4514, -0.0407, 0.4029], [-3.2783, -2.3153, 0.2977], [-1.8803, -1.4178, 1.3332], [-0.5264, -1.0220, 0.0603], [-0.7026, -1.6260, -1.2355], [-1.7625, -1.2320, -2.0486], [-1.9779, -1.8256, -3.2827], [-1.1224, -2.8181, -3.7374], [-0.0527, -3.2106, -2.9428], [0.1511, -2.6248, -1.7021], [-1.2846, -2.8412, 2.5812], [-2.1951, -2.9964, 3.6464], [-3.5498, -2.3264, 3.6806], [-1.8588, -3.8002, 4.7322], [-0.6325, -4.4383, 4.8242], [-0.2659, -5.2725, 6.0216], [0.2537, -4.2749, 3.7719], [-0.0505, -3.5075, 2.6514], [0.9670, -3.5130, 1.5412], [-3.2896, -3.6598, -0.1025], [-2.1339, -4.6034, 0.0782], [-4.4261, -4.1695, -0.7223], [-7.5510, -3.2406, -1.7455], [-7.1334, -4.8353, -1.1125], [-6.4968, -4.3146, -2.6671], [-6.3651, -1.4217, -0.7966], [-5.2979, 0.4354, -0.0915], [-3.5487, 0.4988, 0.1105], [-4.5706, 0.0999, 1.4801], [-2.4154, -0.4388, -1.7088], [-2.8126, -1.5012, -3.8924], [-1.2851, -3.2803, -4.7030], [0.6246, -3.9837, -3.2856], [0.9800, -2.9445, -1.0860], [-3.4725, -1.2415, 3.5721], [-4.0422, -2.5298, 4.6306], [-4.2030, -2.6801, 2.8809], [-2.5777, -3.9127, 5.5380], [-1.1067, -5.3715, 6.7076], [0.5644, -4.8248, 6.5717], [0.0456, -6.2745, 5.7221], [1.2192, -4.7725, 3.8090], [1.9802, -3.5417, 1.9465], [0.8671, -2.6530, 0.8886], [0.8432, -4.4051, 0.9198], [-1.1955, -4.0792, 0.1940], [-2.0471, -5.2493, -0.7967], [-2.2760, -5.2346, 0.9593], [-4.4231, -5.2098, -1.0357]], "forces_ev_per_a": [[-0.575, 0.017, 0.091], [0.047, 0.025, -0.021], [0.292, 0.511, 0.093], [-0.091, -0.138, 0.042], [-0.039, -0.019, -0.034], [0.046, -0.037, -0.016], [-0.026, 0.032, -0.014], [-0.007, -0.055, 0.066], [0.000, 0.065, -0.321], [0.105, -0.248, 0.267], [0.017, -0.044, 0.139], [0.133, -0.053, -0.119], [0.066, 0.024, -0.168], [0.007, 0.108, -0.144], [-0.021, -0.002, 0.124], [0.134, -0.066, 0.030], [-0.079, -0.012, -0.178], [0.021, -0.022, 0.025], [-0.038, 0.007, -0.020], [-0.002, 0.004, 0.022], [0.026, -0.020, 0.004], [-0.136, 0.042, 0.028], [-0.019, 0.003, 0.000], [0.007, -0.004, -0.042], [0.060, 0.076, 0.024], [0.018, 0.000, 0.010], [0.000, -0.010, -0.010], [-0.012, 0.006, 0.006], [0.006, 0.004, -0.014], [0.003, 0.004, 0.021], [0.013, 0.019, 0.027], [-0.004, 0.007, 0.019], [-0.009, 0.002, 0.011], [-0.001, 0.001, -0.007], [0.006, -0.002, -0.013], [-0.005, 0.026, 0.022], [-0.001, -0.036, 0.023], [-0.023, 0.008, -0.024], [0.036, -0.001, -0.019], [-0.007, 0.070, 0.073], [0.046, 0.047, -0.002], [0.029, -0.045, 0.039], [-0.087, -0.109, 0.090], [-0.462, -0.246, -0.032], [0.130, 0.173, -0.431], [0.077, 0.078, -0.110], [0.117, -0.050, -0.023], [-0.111, 0.115, 0.054], [-0.087, -0.006, -0.111], [-0.045, -0.089, 0.048], [0.154, -0.057, 0.041], [-0.013, -0.017, 0.004], [-0.015, 0.007, -0.022], [0.014, -0.017, -0.017], [0.007, -0.019, 0.006], [0.017, -0.001, -0.008], [0.000, 0.017, 0.014], [0.003, -0.014, 0.005], [-0.003, 0.004, 0.014], [-0.019, 0.002, 0.007], [0.011, -0.007, -0.006], [0.009, 0.031, 0.124], [0.008, -0.065, -0.043], [-0.018, 0.014, 0.018], [-0.016, -0.025, -0.007], [0.041, 0.004, 0.005], [0.024, 0.006, -0.024], [-0.004, 0.006, 0.026], [0.082, 0.002, 0.067], [-0.010, -0.006, 0.050], [-0.085, -0.185, 0.173], [-0.096, 0.085, 0.002], [-0.043, -0.109, 0.121], [0.113, 0.323, -0.210], [-0.068, -0.347, 0.185], [0.156, 0.104, -0.025], [0.000, 0.004, 0.003], [-0.006, -0.033, -0.006], [0.009, 0.033, -0.024], [-0.060, -0.009, -0.001], [-0.022, 0.001, 0.003], [0.054, -0.080, -0.002], [0.088, -0.024, -0.098], [-0.097, -0.128, -0.181], [0.053, 0.088, 0.344], [0.029, 0.104, -0.073], [0.020, 0.038, -0.001], [0.011, -0.029, -0.003], [-0.041, 0.023, 0.006], [0.017, -0.018, -0.020], [0.044, 0.011, 0.009], [0.027, -0.028, 0.078], [0.024, -0.027, -0.017], [-0.036, 0.042, -0.003], [0.021, -0.005, 0.003], [-0.012, -0.003, -0.001], [-0.005, -0.035, 0.010], [-0.024, -0.043, -0.048], [-0.023, 0.023, -0.016], [-0.092, 0.044, -0.007], [-0.019, -0.005, 0.034], [0.009, 0.006, -0.037], [0.008, -0.004, 0.003], [0.007, 0.008, -0.001], [0.006, 0.004, 0.011], [0.016, -0.012, 0.003], [-0.007, -0.007, 0.009], [0.021, 0.001, -0.027], [0.013, -0.015, 0.005], [-0.001, 0.024, 0.019], [0.008, -0.007, 0.012], [0.006, 0.004, 0.014], [-0.004, 0.015, 0.006], [0.017, -0.004, -0.087], [0.013, 0.013, -0.008], [-0.007, -0.014, -0.007], [0.008, -0.005, -0.046], [0.013, -0.004, -0.011], [-0.002, 0.004, -0.009], [0.004, 0.009, -0.009], [0.001, 0.006, -0.001], [-0.014, 0.010, -0.003], [0.001, 0.018, -0.002], [0.008, 0.022, 0.076], [-0.006, -0.022, 0.042], [0.118, 0.090, -0.013], [-0.014, -0.018, 0.031], [0.014, 0.018, 0.010], [-0.007, 0.021, 0.008]], "mulliken_charge": [-1.697, -1.641, 1.905, 0.907, -0.756, -0.931, -0.922, -0.839, -0.049, 2.545, -1.164, -0.582, 0.717, 1.168, -1.023, -0.872, 0.933, -0.970, -0.671, -0.749, -0.634, 0.945, 0.360, 0.013, 0.532, 0.515, 0.449, 0.442, 0.427, 0.521, 0.371, 0.407, 0.392, 0.418, 0.429, -2.194, 1.848, -1.621, -1.569, -0.085, 0.011, -0.489, -0.176, 0.684, 0.149, -0.826, -0.960, 2.898, -2.099, -1.655, -1.435, 0.427, 0.411, 0.389, 0.463, 0.357, 0.293, 0.461, 0.315, 0.355, 0.578, 0.180, 0.513, 0.458, 0.391, 0.311, 0.143, 0.466, 0.261, 0.654, -0.486, -0.549, 0.526, -0.833, 0.790, -0.239, -1.643, 0.643, -1.108, 0.237, -1.389, 1.340, 0.508, 2.065, 1.072, -0.345, -1.172, -0.984, -1.310, -0.428, 1.237, 0.226, -1.706, -1.038, 0.493, -1.637, -0.635, 0.740, -0.871, 0.472, -1.428, -0.839, 0.391, 0.344, 0.329, 0.310, 0.458, -0.003, 0.234, 0.447, 0.536, 0.402, 0.469, 0.299, 0.126, 0.472, 0.223, 0.302, 0.372, 0.305, 0.360, 0.439, 0.732, -1.540, 0.682, -0.559, 0.517, 0.369, 0.471], "homo_ev": [-7.7, -7.8], "lumo_energy_ev": [-1.259, -1.925], "total_energy_ha": -7652.88350, "gap_ev": [6.42, 5.83], "multiplicity": 4, "relative_energy_kcal_mol": 0.0, "s2": 3.777}